Record 1
DFT (wB97M-V/def2-TZVPD) results for a cluster of 2 separate species, C9H10N3O in total at a distorted geometry.

Bonds (Å) are listed after each position.
Atoms and positions in Å:
1 C 3.379 -1.221 -0.558  C6 1.302, N10 1.214
2 C 3.848 0.849 0.776  C6 1.339, N11 1.160
3 C 0.214 1.092 -0.474  C4 1.330, C5 1.378, H14 1.168
4 C -1.054 1.084 -0.075  C3 1.330, C7 1.530, C8 1.468
5 C 0.963 0.182 0.241  C3 1.378, N12 1.331
6 C 3.214 -0.193 0.223  C1 1.302, C2 1.339
7 C -1.251 -0.198 0.736  C4 1.530, C9 1.547, N12 1.485, O13 1.340
8 C -2.047 2.047 -0.569  C4 1.468, H15 1.060, H16 1.021, H17 1.100
9 C -1.921 -1.275 -0.152  C7 1.547, H18 1.060, H19 1.118, H20 1.134
10 N 3.422 -2.325 -1.062  C1 1.214, H21 1.012
11 N 4.472 1.668 1.310  C2 1.160
12 N 0.153 -0.663 0.875  C5 1.331, C7 1.485, H22 1.011
13 O -1.747 -0.155 1.979  C7 1.340, H23 1.029
14 H 0.533 2.006 -1.128  C3 1.168
15 H -1.654 2.978 -0.891  C8 1.060
16 H -2.891 2.196 -0.016  C8 1.021
17 H -2.372 1.579 -1.510  C8 1.100
18 H -1.572 -1.499 -1.127  C9 1.060
19 H -2.990 -0.994 -0.316  C9 1.118
20 H -1.913 -2.284 0.366  C9 1.134
21 H 3.256 -2.565 -2.031  N10 1.012
22 H 0.374 -1.382 1.551  N12 1.011
23 H -2.417 -0.924 1.853  O13 1.029

* orbital gap (spin up / spin down): 7.526 / 7.525 eV
* relative energy (zero: lowest compared OMol25 entry of this formula, charge and spin): 145.02 kcal/mol
* total charge: +1
* E: -587.9848 Ha
* spin multiplicity: 1

Mulliken population analysis, charges in e, atoms 1 to 6: C 0.78; C 0.28; C -0.25; C 0.49; C -0.39; C -0.29

***

Record 2
DFT (wB97M-V/def2-TZVPD) results for the ion C9H10N3O with charge +1 at a distorted geometry.

Bonds (Å) are listed after each position.
Atoms and positions in Å:
1 C -2.391 1.829 1.054  C2 1.387, C3 1.418, H14 1.053
2 C -1.039 1.667 0.788  C1 1.387, C5 1.427, H15 1.076
3 C -3.326 1.048 0.328  C1 1.418, N10 1.308, H16 1.108
4 C -1.652 -0.101 -0.764  C5 1.399, N10 1.326, H17 0.999
5 C -0.656 0.594 -0.070  C2 1.427, C4 1.399, C8 1.456
6 C 2.316 -1.529 -0.317  C7 1.318, N11 1.429, H18 1.092
7 C 2.722 -1.212 -1.531  C6 1.318, O13 1.362, H19 1.112
8 C 0.685 0.135 -0.399  C5 1.456, N11 1.318, N12 1.585
9 C 0.872 -1.025 1.663  N11 1.432, H20 1.090, H21 1.116, H22 1.054
10 N -2.934 0.117 -0.502  C3 1.308, C4 1.326
11 N 1.186 -0.883 0.273  C6 1.429, C8 1.318, C9 1.432
12 N 0.983 0.234 -1.953  C8 1.585, O13 1.434, H23 1.018
13 O 2.240 -0.286 -2.406  C7 1.362, N12 1.434
14 H -2.719 2.405 1.873  C1 1.053
15 H -0.367 2.456 1.079  C2 1.076
16 H -4.409 1.280 0.305  C3 1.108
17 H -1.299 -0.788 -1.397  C4 0.999
18 H 2.792 -2.274 0.324  C6 1.092
19 H 3.673 -1.661 -1.894  C7 1.112
20 H 0.628 -2.065 1.882  C9 1.090
21 H 1.757 -0.691 2.255  C9 1.116
22 H 0.051 -0.386 1.829  C9 1.054
23 H 0.887 1.135 -2.419  N12 1.018

* orbital gap: 7.936 eV
* relative energy (zero: lowest compared OMol25 entry of this formula, charge and spin): 99.93 kcal/mol
* total charge: +1
* E: -588.0566 Ha
* SMILES string: CN1C=CO[NH+]=C1c1cccnc1
* spin multiplicity: 1

Mulliken population analysis, charges in e, atoms 1 to 6: C -0.42; C -0.15; C -0.20; C -0.56; C -0.28; C -0.19